C32H29I2N7OSSe4Tl as an isolated structure in a non-equilibrium geometry, computed with ωB97M-V/def2-TZVPD.

Each line ends with the Löwdin charge.
Positions of all 77 atoms, in Å:
Tl: -0.601 -0.006 1.896  0.6514
I: -0.762 -8.107 0.275  0.7474
C: -0.273 -6.223 1.088  -0.7512
C: -0.734 -5.835 2.345  -0.2429
C: -0.555 -4.538 2.789  -0.5916
I: -1.360 -3.923 4.689  0.7875
C: 0.009 -3.545 1.955  -0.5081
O: 0.311 -2.386 2.341  -0.2955
C: 0.361 -3.969 0.582  -0.1547
C: 1.096 -2.993 -0.300  -0.1705
N: 0.354 -1.897 -0.908  -0.0589
C: -0.797 -2.317 -1.576  -0.1934
C: -1.889 -2.833 -0.660  -0.2736
C: -2.700 -3.937 -0.958  -0.0097
C: -3.715 -4.173 -0.072  -0.0883
C: -3.958 -3.450 1.057  -0.0672
C: -3.202 -2.318 1.220  -0.1311
N: -2.189 -2.060 0.362  0.0597
C: 0.286 -5.305 0.217  -0.1699
H: -1.263 -6.601 2.922  0.0803
H: 1.597 -3.622 -1.052  0.1155
H: 1.860 -2.585 0.324  0.1048
H: 0.923 -1.280 -1.460  0.0904
H: -0.557 -3.075 -2.315  0.1168
H: -1.155 -1.492 -2.172  0.1140
H: -2.459 -4.671 -1.733  0.1210
H: -4.325 -5.051 -0.264  0.1087
H: -4.686 -3.829 1.758  0.1084
H: -3.441 -1.581 2.061  0.0910
H: 0.919 -5.658 -0.620  0.1044
Se: 1.024 4.040 4.877  0.1386
Se: -1.027 3.953 3.851  -0.0357
Se: -2.254 2.182 4.895  -0.1531
Se: -3.294 1.327 3.061  -0.2515
S: 1.976 2.037 4.318  0.4772
C: 3.059 2.549 3.028  -0.7844
N: 4.239 2.131 3.115  0.0079
N: 5.095 2.233 2.040  0.0012
C: 4.824 1.663 0.777  -0.2889
C: 3.714 0.848 0.526  -0.0096
C: 3.522 0.295 -0.765  -0.0756
C: 4.409 0.585 -1.744  -0.1132
C: 5.411 1.511 -1.472  -0.0994
C: 5.642 2.056 -0.237  -0.0492
N: 2.654 3.271 1.834  0.0670
N: 1.504 2.902 1.600  0.0223
C: 0.922 3.478 0.435  -0.2483
C: -0.439 3.608 0.321  -0.0626
C: -0.957 4.358 -0.720  -0.0962
C: -0.151 4.861 -1.671  -0.1225
C: 1.196 4.582 -1.683  -0.0889
C: 1.781 4.002 -0.561  -0.0027
H: 5.994 1.851 2.291  0.1263
H: 2.976 0.538 1.295  0.1126
H: 2.694 -0.400 -0.930  0.0855
H: 4.376 0.165 -2.770  0.1134
H: 6.086 1.656 -2.291  0.0928
H: 6.474 2.702 -0.001  0.1161
H: -1.028 3.152 1.136  0.0459
H: -2.024 4.400 -0.725  0.1133
H: -0.491 5.352 -2.596  0.1189
H: 1.868 5.071 -2.375  0.1030
H: 2.841 3.771 -0.481  0.1017
C: -3.789 0.680 -0.832  -0.0374
C: -3.139 1.421 -1.885  -0.2836
C: -1.743 1.467 -1.914  -0.0452
C: -1.120 2.175 -2.915  -0.1767
N: -1.767 2.770 -3.911  0.0462
C: -3.091 2.635 -3.979  -0.1377
C: -3.803 1.947 -2.983  -0.0215
H: -4.837 0.519 -1.022  0.0896
H: -3.616 1.198 0.130  0.0573
H: -3.285 -0.241 -0.778  0.0455
H: -1.124 0.997 -1.151  0.0918
H: 0.003 2.264 -2.942  0.1243
H: -3.537 2.978 -4.870  0.0823
H: -4.865 1.724 -3.113  0.1084

Energy ... -339248.3053 eV
E_HOMO ... -4.365 eV
Gap between HOMO and LUMO ... 5.91 eV
Multiplicity ... 1
E_LUMO ... 1.5 eV
Net charge ... -1
Energy relative to the best compared isomer or geometry (same formula, charge and spin) ... 23.3 kcal per mole